[1]
Below is one molecule with the formula C18H20ClN3O5S2 at a distorted geometry, with properties calculated with wB97M-V/def2-TZVPD.

## Properties
SMILES: O=C(NNS(=O)(=O)c1ccc(Cl)cc1)c1ccc(S(=O)(=O)N2CCCCC2)cc1
Highest occupied orbital energy, eV: -9.405
Strongest force on any atom, Eh/bohr: 0.0216
Energy relative to the best compared isomer or geometry (same formula, charge and spin), kcal/mol: 30.0
DFT total energy, eV: -67890.4111

ORCA input file:
```
! RIJCOSX wB97M-V def2-TZVPD def2/J DEFGRID3
* xyz 0 1
Cl -0.364 2.367 -9.318
S 0.427 2.032 -3.137
S -1.263 -1.969 4.419
O 1.109 3.194 -2.658
O -1.776 2.943 -0.222
O 0.913 0.733 -2.760
O -1.479 -1.196 5.605
O -2.084 -3.115 4.163
N 0.303 -2.494 4.459
N -1.231 2.028 -2.666
N -1.435 1.174 -1.571
C 1.435 -2.835 2.291
C -0.196 1.037 -6.986
C -1.835 -0.556 0.671
C 2.049 -0.899 3.745
C -1.165 0.487 3.165
C -1.238 1.322 2.065
C -1.580 1.749 -0.333
C -0.012 0.968 -5.616
C -1.416 -0.863 3.006
C 1.327 -1.582 4.909
C 0.301 3.358 -5.528
C 0.728 -3.473 3.489
C -0.133 2.274 -7.616
C 0.116 3.437 -6.897
C -1.553 0.802 0.810
C 2.583 -1.955 2.779
C -1.767 -1.387 1.776
C 0.234 2.126 -4.906
H 2.867 -0.293 4.137
H -2.000 -2.438 1.708
H 2.050 -2.154 5.503
H 0.836 -0.860 5.561
H -0.041 0.027 -5.091
H 3.324 -2.574 3.290
H 1.413 -4.168 3.989
H -1.524 2.959 -2.359
H 0.166 4.386 -7.407
H 0.727 -2.226 1.724
H 0.508 4.234 -4.935
H -0.164 -4.022 3.189
H 3.073 -1.473 1.931
H 1.810 -3.621 1.634
H -0.935 0.863 4.149
H 1.359 -0.239 3.216
H -0.386 0.147 -7.564
H -1.054 2.382 2.153
H -2.132 -0.957 -0.286
H -0.897 0.322 -1.682
*
```

***

[2]
Below is C22H38AsN4O3OsSSi as an isolated structure, with properties calculated with wB97M-V/def2-TZVPD.

## Properties
Highest occupied orbital energy, eV: -11.030
Strongest force on any atom, Eh/bohr: 0.0166
Energy relative to the best compared isomer or geometry (same formula, charge and spin), kcal/mol: 109.1
DFT total energy, eV: -117544.4633

ORCA input file:
```
! RIJCOSX wB97M-V def2-TZVPD def2/J DEFGRID3
* xyz 1 1
Os 0.396 1.389 -0.013
As 2.154 -2.688 2.155
S -0.673 4.024 2.877
Si -1.706 -0.472 2.047
O 2.114 0.796 -0.292
O -1.044 2.631 -0.311
O 2.452 -0.241 -1.231
N 1.712 2.883 3.332
N -0.392 0.079 -1.289
N 0.258 -1.101 -1.568
N 1.272 3.160 1.168
C 1.973 -4.742 -2.639
C 0.769 3.363 2.513
C -0.138 0.558 1.747
C 1.912 -3.292 4.004
C -1.514 -0.920 3.859
C 1.392 -3.522 -2.345
C -1.819 -2.041 1.043
C -2.035 -0.917 -2.793
C 2.754 3.150 1.318
C 1.922 -4.452 1.338
C -1.564 0.186 -1.892
C -2.133 2.448 -1.022
C -3.217 0.610 1.824
C 4.124 -3.880 -1.993
C -3.097 3.593 -0.981
C -2.386 1.321 -1.746
C 2.912 2.420 2.646
C 2.177 -2.475 -1.860
C 4.113 -2.636 2.156
C 1.527 -1.194 -1.502
C 3.339 -4.924 -2.460
C 3.548 -2.655 -1.691
H -1.117 -2.784 1.426
H -3.321 1.308 -2.289
H 4.478 -2.300 1.186
H 0.952 3.957 0.621
H -0.583 -1.464 4.032
H 1.555 2.833 4.325
H 0.910 -4.806 1.540
H -2.763 4.334 -0.260
H -3.051 1.611 2.229
H 0.330 -3.372 -2.478
H 3.791 -5.880 -2.688
H -4.086 3.236 -0.694
H 3.109 4.178 1.410
H 5.189 -4.019 -1.860
H 4.452 -1.936 2.919
H 0.667 -0.181 1.909
H 2.633 -5.156 1.769
H -1.319 -1.100 -3.594
H 0.874 -3.585 4.161
H -2.337 -1.558 4.191
H 3.237 2.656 0.479
H 4.525 -3.622 2.370
H -2.828 -2.449 1.144
H 1.361 -5.553 -3.008
H -1.512 -0.031 4.494
H -2.123 -1.847 -2.231
H 2.901 1.334 2.520
H -2.998 -0.661 -3.224
H -0.133 1.288 2.562
H 2.065 -4.407 0.262
H 3.817 2.714 3.173
H -1.605 -1.920 -0.021
H -3.181 4.057 -1.964
H 2.153 -2.486 4.696
H 2.557 -4.145 4.212
H 4.164 -1.847 -1.325
H -3.504 0.705 0.776
H -4.062 0.171 2.360
*
```

***

[3]
Below is C14H42AlO18S as an isolated structure at a distorted geometry, with properties calculated with wB97M-V/def2-TZVPD.

## Properties
Highest occupied orbital energy, eV: -12.027
Strongest force on any atom, Eh/bohr: 0.0625
Energy relative to the best compared isomer or geometry (same formula, charge and spin), kcal/mol: 33.7
DFT total energy, eV: -69468.9064

ORCA input file:
```
! RIJCOSX wB97M-V def2-TZVPD def2/J DEFGRID3
* xyz 1 1
S 0.014 -0.340 0.620
Al -2.412 -2.521 -0.514
O -5.142 -1.318 0.282
O 3.695 -1.327 0.938
O -0.516 0.672 1.511
O 0.375 -1.401 4.341
O 0.394 -2.354 -2.364
O -2.641 1.398 -4.795
O 1.450 -0.095 0.375
O -0.570 1.111 -3.076
O 1.208 2.634 1.874
O -0.672 -0.249 -0.658
O 1.826 -0.224 -2.315
O 0.146 -4.201 -0.155
O -3.065 0.059 1.408
O -2.496 -1.025 -3.187
O -1.847 3.009 1.444
O 1.902 -0.217 6.611
O 3.687 1.659 -0.095
O -0.335 -1.626 1.130
C 0.626 1.855 -3.038
C 4.618 1.011 0.749
C 4.763 -0.497 0.394
C -3.322 0.156 -5.008
C -3.692 -0.402 -3.639
C 1.732 -0.929 4.209
C 0.573 3.856 1.317
C 2.488 -1.040 5.620
C -0.948 4.055 1.807
C 1.815 0.909 -3.171
C 1.389 -3.883 -0.681
C -4.290 0.682 1.004
C -5.419 -0.260 1.112
C 1.305 -3.450 -2.198
H -1.350 5.025 1.512
H 1.716 0.503 -4.178
H 0.558 2.504 -2.166
H 4.575 1.265 1.808
H -1.456 2.141 1.570
H 0.239 -4.791 0.597
H -4.519 1.488 1.701
H -2.332 0.638 1.630
H 1.718 -3.095 -0.003
H 5.615 -0.952 0.898
H 3.525 -0.761 5.435
H 2.733 1.495 -3.211
H 0.956 -1.575 -2.370
H 2.896 -0.829 0.749
H 0.743 2.523 -3.891
H 4.859 -0.759 -0.660
H -0.622 0.569 -2.286
H -3.918 0.443 -2.990
H 2.470 -2.102 5.869
H 2.977 1.028 0.040
H 5.496 1.504 0.331
H -1.822 1.265 -4.311
H 2.220 -4.587 -0.706
H 0.576 3.564 0.267
H -1.885 -0.287 -3.125
H -4.582 -1.010 -3.804
H -4.196 0.346 -5.630
H -4.088 1.098 0.018
H 1.181 4.718 1.591
H 2.305 -3.198 -2.551
H 1.726 0.152 4.069
H -0.001 -1.061 3.526
H 0.636 1.898 1.645
H -0.865 4.001 2.892
H -5.528 -0.535 2.161
H -6.300 0.303 0.804
H -5.936 -1.857 0.275
H 1.577 -0.063 -1.402
H 1.008 -0.509 6.808
H 0.779 -4.290 -2.651
H 2.290 -1.437 3.422
H -2.611 -0.481 -5.534
*
```

***

[4]
Below is a 7-piece molecular cluster, C34H66BrClN2O10P overall, with properties calculated with wB97M-V/def2-TZVPD.

## Properties
Highest occupied orbital energy, eV: -10.680
Strongest force on any atom, Eh/bohr: 0.0121
DFT total energy, eV: -151630.0421

ORCA input file:
```
! RIJCOSX wB97M-V def2-TZVPD def2/J DEFGRID3
* xyz 1 1
Br 0.730 -1.872 3.683
Cl 1.484 6.266 0.911
P -0.294 5.312 0.690
O 7.310 -2.581 -1.119
O -3.213 3.393 2.382
O 2.880 0.408 2.417
O 5.798 -4.652 -4.957
O -1.143 6.046 1.859
O -1.982 -5.269 1.902
O 3.604 -0.384 -2.287
O -8.668 4.362 1.671
O 4.438 -0.706 1.234
O -1.665 1.916 -2.449
N -0.580 2.763 1.826
N 1.400 3.442 2.119
C -8.888 4.609 0.279
C -1.593 -6.595 1.533
C 3.957 -5.271 -6.298
C 5.292 -4.537 -6.288
C 7.512 -2.977 -2.482
C -1.039 -6.295 3.813
C -1.883 3.390 -4.283
C -5.000 3.586 3.915
C -9.872 3.873 2.274
C 4.198 0.483 1.884
C -0.633 0.490 2.860
C 0.007 -0.780 2.243
C 3.316 -0.472 -0.896
C 0.064 1.758 2.504
C 4.775 -5.133 -4.084
C -0.562 -7.037 2.565
C -0.831 3.043 -2.201
C 8.416 -1.799 -0.670
C -5.552 3.081 2.583
C -0.979 -1.587 1.387
C 8.679 -2.144 -2.994
C -10.221 3.957 -0.063
C 3.471 -5.041 -4.867
C 0.224 3.801 1.612
C -3.518 3.275 3.786
C -1.507 -4.974 3.219
C 1.335 2.186 2.680
C -10.980 4.103 1.255
C -4.440 3.464 1.622
C -2.186 1.984 -3.783
C -0.580 3.706 -3.548
C 2.524 1.487 3.257
C 9.506 -1.958 -1.722
C 4.646 -0.616 -0.172
H 10.097 -2.854 -1.522
H -10.034 4.405 3.212
H 9.219 -2.636 -3.801
H 4.264 1.337 1.190
H -1.561 2.741 1.548
H 8.103 -0.751 -0.584
H 0.264 3.233 -4.053
H 10.181 -1.105 -1.759
H 2.730 -5.765 -4.533
H -0.705 0.398 3.945
H 7.746 -4.046 -2.509
H -8.921 5.690 0.111
H 8.324 -1.178 -3.359
H 0.434 -6.693 2.279
H -2.015 -1.399 1.671
H -2.880 3.964 4.339
H -3.294 2.253 4.110
H 6.592 -2.815 -3.043
H -0.528 -8.119 2.685
H 5.163 -3.477 -6.531
H -2.475 -7.243 1.551
H 5.130 -1.542 -0.486
H -0.686 -4.256 3.140
H 2.223 4.029 2.093
H -2.316 -4.509 3.787
H -10.079 2.901 -0.302
H -1.201 -6.575 0.516
H -8.052 4.196 -0.288
H -11.379 5.114 1.351
H -2.080 6.075 1.612
H -4.567 4.489 1.258
H 0.089 2.700 -1.715
H -1.354 3.724 -1.522
H -0.840 -1.332 0.332
H 2.847 -0.708 -2.785
H -0.799 -2.660 1.470
H 5.324 0.206 -0.425
H 4.999 -6.168 -3.809
H -3.252 1.758 -3.753
H -0.371 4.771 -3.461
H -5.449 3.106 4.782
H 3.041 -4.041 -4.773
H 2.292 1.106 4.257
H -1.660 0.576 2.490
H -4.361 2.797 0.764
H 2.699 -1.347 -0.666
H 4.110 -6.337 -6.476
H -10.715 4.434 -0.907
H -5.155 4.663 4.004
H -9.751 2.807 2.496
H -2.668 4.082 -3.973
H -6.508 3.523 2.310
H -1.794 3.440 -5.367
H 6.021 -4.963 -6.978
H 4.775 -4.528 -3.176
H 4.917 0.624 2.702
H -1.689 1.227 -4.397
H 8.717 -2.150 0.317
H -11.802 3.399 1.367
H 0.854 -0.478 1.628
H 3.276 -4.892 -7.059
H -5.670 1.996 2.611
H -1.876 -6.826 4.271
H 2.792 0.436 -0.565
H 3.347 2.207 3.352
H -0.264 -6.165 4.567
*
```

***

[5]
Below is a 3-piece molecular cluster, C5H14O2 overall at a distorted geometry, with properties calculated with wB97M-V/def2-TZVPD.

## Properties
SMILES: C=C(C)CC.O.O
Highest occupied orbital energy, eV: -9.757
Strongest force on any atom, Eh/bohr: 0.0198
Energy relative to the best compared isomer or geometry (same formula, charge and spin), kcal/mol: 7.1
DFT total energy, eV: -9506.6929

ORCA input file:
```
! RIJCOSX wB97M-V def2-TZVPD def2/J DEFGRID3
* xyz 0 1
O -0.597 1.234 -1.854
O -3.175 -0.130 -0.845
C 1.195 0.175 0.625
C 0.164 -2.180 0.740
C 1.066 1.598 1.119
C 2.024 -0.172 -0.355
C 0.154 -0.755 1.231
H 2.081 -1.220 -0.629
H 1.140 -2.652 0.779
H -0.494 -2.804 1.342
H 1.283 1.572 2.189
H -0.118 2.057 -1.729
H 2.649 0.553 -0.862
H 1.813 2.259 0.674
H 0.248 -0.678 2.312
H -0.133 0.580 -1.311
H -2.591 0.646 -0.852
H 0.058 1.981 0.993
H -3.051 -0.547 -1.709
H -0.252 -2.251 -0.271
H -0.791 -0.261 0.977
*
```

***

[6]
Below is one molecule with the formula C2H6N2O2S at a distorted geometry, with properties calculated with wB97M-V/def2-TZVPD.

## Properties
SMILES: [H]/N=C/O[S@](C)(=N)=O
Highest occupied orbital energy, eV: -9.689
Strongest force on any atom, Eh/bohr: 0.0667
Energy relative to the best compared isomer or geometry (same formula, charge and spin), kcal/mol: 72.9
DFT total energy, eV: -20078.9246

ORCA input file:
```
! RIJCOSX wB97M-V def2-TZVPD def2/J DEFGRID3
* xyz 0 1
S -0.379 -0.633 -0.061
O 0.713 0.461 -0.806
O -0.462 -1.877 -0.734
N -0.133 -0.470 1.375
N 2.380 -0.844 -0.037
C 1.973 0.117 -0.768
C -1.996 0.294 -0.336
H 2.591 0.827 -1.237
H 3.357 -0.735 0.138
H -2.152 0.219 -1.464
H -2.600 -0.416 0.222
H 0.357 -0.964 2.072
H -2.021 1.297 0.035
*
```